DFT (ωB97M-V with the def2-TZVPD basis set) results for an isolated molecule of C2H5NO2S at a distorted geometry.

Geometry as XYZ:
```
11
Properties=species:S:1:pos:R:3:nbo_charge:R:1
C -1.73301 -0.40527 0.05024 -0.288
O -0.44204 -0.99074 -0.33664 -0.506
C 0.80036 -0.46821 -0.14945 0.421
S 2.05079 -1.71282 -0.01188 -0.304
N 0.94180 0.81835 -0.05935 -0.306
O 2.17153 1.42584 -0.10410 -0.496
H -1.70594 0.00719 1.11662 0.191
H -2.21609 0.43671 -0.75171 0.183
H -2.57054 -1.02395 0.08488 0.217
H 0.12979 1.35756 0.22182 0.403
H 2.57335 0.55535 -0.06043 0.485
```

As for the structure (SMILES): COC(=S)NO. The highest occupied orbital energy comes out at -8.7 eV. The value obtained for the energy relative to the best compared isomer or geometry (same formula, charge and spin) is 3.8259 eV. The total energy comes out at -682.49898 Eh. The calculation puts the lowest unoccupied orbital energy at 0.5 eV.

DFT (ωB97M-V with the def2-TZVPD basis set) results for an isolated molecule of C3H7ClS at a distorted geometry.

Geometry as XYZ:
```
12
Properties=species:S:1:pos:R:3:nbo_charge:R:1
C 0.20865 1.21207 -0.33224 -0.640
C 0.35120 -0.17044 0.23597 -0.344
S 1.71063 -1.08877 -0.51999 -0.009
C -0.92826 -1.05635 0.37828 -0.364
Cl -2.42912 -0.64175 -0.57291 -0.075
H -0.16844 0.99039 -1.33927 0.227
H -0.59769 1.75308 0.28491 0.223
H 1.04826 1.85096 -0.16238 0.227
H 0.75802 0.07297 1.31381 0.214
H 1.99755 -0.00619 -1.08719 0.107
H -1.32900 -0.84277 1.34851 0.213
H -0.62182 -2.07319 0.45251 0.221
```

As for the structure (SMILES): C[C@H](S)CCl. The highest occupied orbital energy comes out at -9.2 eV. The value obtained for the energy relative to the best compared isomer or geometry (same formula, charge and spin) is 0.9449 eV. The total energy comes out at -976.83930 Eh. The calculation puts the lowest unoccupied orbital energy at 0.8 eV.

DFT (ωB97M-V with the def2-TZVPD basis set) results for a cluster of 9 separate species, C44H112F6N8O14P in total at a distorted geometry.

Geometry as XYZ:
```
185
Properties=species:S:1:pos:R:3:mulliken_charge:R:1
P 16.51503 22.93248 4.82569 1.264
F 17.55170 23.10382 3.57745 -0.350
F 17.71678 23.18461 5.90762 -0.371
F 16.18893 24.58664 5.03748 -0.413
F 15.43366 22.68515 6.05867 -0.399
F 15.24627 22.76409 3.77320 -0.370
F 16.74668 21.34382 4.91404 -0.371
C 12.52014 32.62762 3.41982 -1.044
O 12.99308 31.34243 3.81794 -0.130
C 12.25134 30.74222 4.82804 -0.667
C 12.92219 29.41551 5.21575 -0.720
N 13.21754 28.54351 4.08819 -0.273
C 12.04311 27.86708 3.42111 -0.906
C 11.06747 27.04039 4.27596 -0.642
O 10.06039 27.86146 4.89569 -0.250
C 9.11788 27.09250 5.67502 -0.756
H 13.06038 33.10977 2.60510 0.267
H 12.50843 33.29726 4.27979 0.402
H 11.48676 32.66350 3.07495 0.385
H 11.21207 30.63043 4.51900 0.340
H 12.29064 31.50914 5.60160 0.416
H 12.30624 28.94680 5.98323 0.309
H 13.82892 29.53652 5.80845 0.546
H 13.58186 27.70152 4.51059 0.282
H 12.32206 27.23868 2.57530 0.435
H 11.45558 28.61591 2.88994 0.251
H 11.61397 26.36169 4.93080 0.418
H 10.46694 26.40960 3.62053 0.518
H 8.38833 26.59149 5.03874 0.274
H 8.65737 27.78706 6.37759 0.236
H 9.67320 26.35535 6.25495 0.313
C 20.12511 16.63945 0.97401 -0.725
O 20.17039 17.78874 0.10718 -0.388
C 19.25456 18.84878 0.38367 -0.383
C 17.81386 18.63173 -0.04710 -0.865
N 17.73188 18.46059 -1.49611 -0.167
C 16.36999 18.48171 -2.02653 -0.776
C 16.34026 18.48197 -3.52646 -0.224
O 15.00308 18.47706 -3.94679 -0.308
C 14.78649 18.46258 -5.35830 -0.704
H 20.88971 15.94836 0.61923 0.264
H 19.17805 16.10691 0.88684 0.295
H 20.50820 16.88402 1.96473 0.297
H 19.61153 19.76439 -0.08785 0.163
H 19.33448 18.95747 1.46529 0.426
H 17.16179 19.38496 0.39511 0.581
H 17.40603 17.81995 0.55524 0.309
H 18.13323 17.56422 -1.73177 0.216
H 15.70742 19.26406 -1.65633 0.390
H 15.88530 17.56914 -1.67954 0.280
H 16.80143 17.56119 -3.88364 0.244
H 16.79354 19.35068 -4.00393 0.262
H 15.13538 19.39080 -5.81084 0.256
H 13.76253 18.35999 -5.71757 0.267
H 15.41948 17.70528 -5.82081 0.295
C 11.92834 24.82646 10.87710 -0.745
O 12.80049 25.14973 11.93325 -0.356
C 12.14960 25.26170 13.23883 -0.598
C 11.36744 24.00608 13.59349 -0.383
N 10.94876 23.94080 14.96372 -0.269
C 9.99261 22.84412 15.22028 -0.603
C 9.56910 22.79324 16.70668 -0.483
O 8.49481 21.86757 16.86767 -0.307
C 8.30775 21.61692 18.27131 -0.794
H 12.45807 25.02878 9.94621 0.298
H 11.24356 25.67014 10.96310 0.343
H 11.37137 23.88987 10.85137 0.230
H 11.41579 26.05777 13.36492 0.371
H 12.91779 25.50683 13.97224 0.326
H 11.95515 23.09491 13.48179 0.275
H 10.52763 23.81679 12.92492 0.299
H 10.65376 24.82076 15.36215 0.250
H 10.50441 21.91280 14.97778 0.233
H 9.06605 22.88918 14.64794 0.328
H 9.26318 23.79359 17.01296 0.295
H 10.43713 22.53086 17.31148 0.357
H 8.17081 22.49211 18.90645 0.320
H 9.15815 21.17426 18.78992 0.329
H 7.45024 20.96888 18.45248 0.282
C 18.62808 23.27094 -6.23463 -0.728
O 19.48389 23.14073 -5.09504 -0.268
C 18.82476 23.40817 -3.85620 -0.759
C 19.78196 23.07981 -2.68801 -0.497
N 20.83449 24.08279 -2.54620 -0.463
C 21.66256 23.84086 -1.35755 -0.603
C 22.76864 22.83410 -1.71807 -0.568
O 23.46079 23.30902 -2.87110 -0.395
C 24.61706 22.49158 -3.14098 -0.743
H 18.30984 24.31094 -6.30700 0.312
H 17.72725 22.65816 -6.20136 0.248
H 19.12954 23.04849 -7.17650 0.256
H 18.00750 22.69505 -3.74839 0.357
H 18.41398 24.39913 -3.66287 0.347
H 20.21769 22.13250 -3.00556 0.332
H 19.18398 22.90249 -1.79409 0.497
H 21.51640 23.74900 -3.21229 0.331
H 21.03105 23.39337 -0.59007 0.318
H 22.08850 24.79597 -1.05019 0.355
H 22.31482 21.85350 -1.86150 0.309
H 23.43910 22.74025 -0.86380 0.492
H 24.36258 21.48613 -3.47629 0.308
H 25.16442 22.37866 -2.20516 0.291
H 25.33366 22.94104 -3.82841 0.265
C 29.47681 16.68414 -0.64902 -0.758
O 28.15292 17.09742 -0.49880 -0.294
C 27.57320 16.94103 0.73979 -0.285
C 26.26473 17.74514 0.81285 -0.737
N 25.78165 18.05633 2.17630 -0.347
C 26.49132 19.20732 2.78778 -0.469
C 25.69193 19.53175 4.09865 -0.724
O 24.33041 19.96191 3.82667 -0.236
C 23.56082 20.37298 4.95963 -0.749
H 29.75558 16.68418 -1.70278 0.272
H 29.67901 15.64684 -0.38216 0.304
H 30.17336 17.28262 -0.06187 0.296
H 28.18938 17.40547 1.50967 0.244
H 27.43542 15.88805 0.98546 0.288
H 25.55456 17.02737 0.40225 0.317
H 26.20828 18.60241 0.14204 0.370
H 24.77838 18.16668 2.21351 0.295
H 26.50387 20.09591 2.15663 0.303
H 27.50492 18.92521 3.07263 0.298
H 26.22003 20.33399 4.61404 0.406
H 25.68031 18.69268 4.79431 0.383
H 23.55092 19.63248 5.75941 0.280
H 22.56554 20.52890 4.54342 0.248
H 23.88167 21.30586 5.42321 0.295
C 17.92600 29.79209 4.25767 -0.813
O 17.39035 29.35019 3.01003 -0.157
C 18.26273 28.42133 2.38764 -0.659
C 17.54031 27.75919 1.21743 -0.737
N 16.83478 28.80674 0.45809 -0.274
C 15.82332 28.21717 -0.38554 -0.653
C 14.84196 29.32778 -0.85233 -0.708
O 14.17844 29.81376 0.32529 -0.094
C 13.03225 30.60093 -0.11893 -0.727
H 17.24188 30.52090 4.69232 0.186
H 18.88614 30.28476 4.10439 0.317
H 17.95555 28.93591 4.93159 0.337
H 18.46328 27.56080 3.02589 0.412
H 19.22716 28.82334 2.07719 0.344
H 16.81718 27.10113 1.69924 0.346
H 18.15012 27.15158 0.54882 0.422
H 17.55534 28.98498 -0.22685 0.253
H 15.26531 27.34166 -0.05352 0.383
H 16.30724 27.92618 -1.31787 0.335
H 14.17611 28.91822 -1.61194 0.403
H 15.31711 30.16586 -1.36218 0.346
H 12.46557 30.73912 0.80188 0.054
H 12.36197 30.16064 -0.85715 0.355
H 13.34970 31.55114 -0.54836 0.328
C 19.90130 17.12076 9.64656 -1.320
C 18.82848 17.98353 8.96822 0.471
C 18.68884 19.41285 9.46936 -0.583
O 18.31105 19.46125 10.84151 -0.368
C 17.63028 20.64613 11.26260 -0.745
N 19.06150 17.92568 7.52912 -0.710
H 20.90309 17.47376 9.40178 0.311
H 19.84124 16.09716 9.27680 0.334
H 19.77101 17.23582 10.72262 0.337
H 17.88766 17.47257 9.17285 0.247
H 17.94681 19.98650 8.91401 0.453
H 19.65805 19.90103 9.36727 0.198
H 17.83943 21.52770 10.65664 0.345
H 17.89813 20.93774 12.27814 0.255
H 16.55968 20.44188 11.24895 0.269
H 20.00178 18.26037 7.37428 0.238
H 18.53257 18.58964 6.98186 0.271
C 12.31200 18.26091 3.38974 -1.680
C 11.70260 18.60884 4.75246 0.676
C 10.59352 17.69973 5.24451 -0.731
O 9.31950 18.08300 4.81718 -0.299
C 8.26275 17.17611 5.01475 -0.761
N 12.79724 18.52898 5.65405 -0.805
H 13.04231 19.00270 3.06652 0.462
H 11.48959 18.23246 2.67493 0.374
H 12.86002 17.31954 3.34976 0.370
H 11.45267 19.66978 4.74643 0.324
H 10.61896 17.64116 6.33263 0.349
H 10.78054 16.68857 4.88297 0.302
H 8.08756 16.98124 6.07279 0.311
H 8.34732 16.19500 4.54746 0.304
H 7.35123 17.67528 4.68602 0.252
H 13.55933 18.93848 5.13288 0.274
H 12.65704 19.28318 6.31103 0.279
```

The highest occupied orbital energy comes out at -6.7 eV. The value obtained for the energy relative to the best compared isomer or geometry (same formula, charge and spin) is 0.7368 eV. The total energy comes out at -4175.38880 Eh. Its total charge is -1. The calculation puts the lowest unoccupied orbital energy at 1.9 eV.

DFT (ωB97M-V with the def2-TZVPD basis set) results for the ion C2H6N3 with charge +1 at a distorted geometry.

Geometry as XYZ:
```
11
Properties=species:S:1:pos:R:3:nbo_charge:R:1
C 1.09643 -0.51389 0.65395 -0.448
N 0.41282 0.22929 -0.44975 -0.558
C -1.21642 0.53694 -0.30325 0.082
N -2.11491 -0.33505 -1.05304 0.038
N -2.00533 -0.52473 0.17070 0.000
H 0.48832 -0.34412 1.58962 0.244
H 1.30449 -1.60963 0.49351 0.264
H 2.00405 -0.04261 0.86857 0.239
H 0.49930 -0.25188 -1.33212 0.447
H 0.81950 1.23886 -0.41140 0.458
H -1.28825 1.61681 -0.22681 0.233
```

As for the structure (SMILES): C[NH2+]C1N=N1. The highest occupied orbital energy comes out at -16.3 eV. The value obtained for the energy relative to the best compared isomer or geometry (same formula, charge and spin) is 3.8069 eV. The total energy comes out at -243.69504 Eh. Its total charge is +1. The calculation puts the lowest unoccupied orbital energy at -5.0 eV.

DFT (ωB97M-V with the def2-TZVPD basis set) results for a structure of composition C24H61AsBF6N3NaO2 at a distorted geometry.

Geometry as XYZ:
```
99
Properties=species:S:1:pos:R:3:mulliken_charge:R:1
Na 0.44644 -3.82429 -3.46596 0.522
B 0.86386 -5.92559 -1.83213 0.624
H 1.07639 -5.82788 -2.96579 -0.315
H -0.24417 -5.64968 -1.60037 -0.311
H 1.08939 -7.01039 -1.48224 -0.233
H 1.62308 -5.21093 -1.30995 -0.294
As -0.75418 -2.15866 -0.03522 2.077
F -2.00595 -1.44242 -1.02277 -0.565
F 0.16107 -2.66702 -1.44623 -0.512
F 0.54622 -2.83910 0.90319 -0.481
F -1.63250 -1.58505 1.37215 -0.514
F -1.59482 -3.68086 0.07967 -0.493
F 0.09048 -0.58905 -0.06032 -0.477
C 5.78085 4.21180 0.21180 -1.142
C 5.71755 3.08717 1.27035 -0.431
N 4.34508 2.80308 1.72767 -0.012
C 4.40222 1.94549 2.89745 0.087
C 5.06311 2.62494 4.10261 -1.557
C 3.61383 2.17452 0.62456 -0.582
C 2.09923 2.25462 0.75054 -0.907
H 4.91958 4.23557 -0.45225 0.325
H 6.69678 4.09196 -0.36659 0.323
H 5.74827 5.19315 0.68637 0.332
H 6.18014 2.14208 0.94865 0.361
H 6.31132 3.48259 2.09434 0.297
H 3.35692 1.79101 3.18356 0.187
H 4.78502 0.93013 2.70720 0.204
H 4.68460 2.13346 4.99924 0.439
H 6.14964 2.69003 4.17545 0.337
H 4.75888 3.67489 4.12782 0.367
H 3.85319 1.09755 0.62247 0.176
H 3.89326 2.57500 -0.34090 0.555
H 1.77445 3.29741 0.85517 0.335
H 1.58732 1.73559 1.56159 0.047
H 1.60563 1.92512 -0.16645 0.214
C -3.09560 -3.98136 -3.55493 -1.027
C -2.58708 -3.49557 -4.90144 -0.705
N -1.32373 -2.77067 -4.82561 0.361
C -0.76496 -2.49864 -6.17813 -0.491
C -0.58688 -3.78143 -7.00367 -1.381
C -1.49919 -1.46413 -4.13767 -0.103
C -0.25039 -0.63671 -3.99850 -0.776
H -3.68714 -4.88753 -3.63432 0.384
H -3.65262 -3.17691 -3.07008 0.298
H -2.24942 -4.15574 -2.88385 0.108
H -2.42325 -4.36638 -5.53715 0.415
H -3.37957 -2.94980 -5.43965 0.361
H 0.18699 -1.98087 -6.12192 0.443
H -1.48189 -1.91775 -6.77732 0.300
H -0.01505 -3.63629 -7.92402 0.385
H -1.54404 -4.14078 -7.37716 0.371
H -0.05234 -4.53092 -6.41614 0.293
H -2.36223 -0.94456 -4.57626 0.462
H -1.79336 -1.83268 -3.14866 -0.050
H 0.64326 -1.19840 -3.73225 0.274
H -0.08051 -0.09761 -4.93449 0.484
H -0.43396 0.12574 -3.24302 -0.402
C -4.33044 -0.35984 4.41561 -1.318
C -4.63663 0.37593 3.10008 -0.200
N -3.82401 1.57630 3.05174 0.112
C -4.34291 2.62347 2.15359 -0.089
C -5.71044 3.20352 2.49308 -1.387
C -2.41209 1.34659 2.75293 0.231
C -1.47571 2.37865 3.33388 -1.149
H -4.80152 -1.33607 4.52742 0.395
H -4.51645 0.26458 5.29094 0.362
H -3.25237 -0.52195 4.51059 0.292
H -4.52687 -0.23604 2.19599 0.246
H -5.69314 0.63448 3.18130 0.309
H -3.63001 3.43308 2.03492 0.149
H -4.52687 2.07890 1.21255 0.249
H -5.64428 3.94787 3.29339 0.314
H -6.02730 3.73172 1.59364 0.367
H -6.41947 2.45175 2.83099 0.345
H -2.34757 1.36264 1.65324 -0.267
H -2.07797 0.37125 3.09920 0.345
H -0.49453 2.40655 2.85172 0.080
H -1.36283 2.22695 4.40824 0.350
H -1.79920 3.41239 3.16261 0.283
C 4.44984 -2.48831 2.87176 -1.149
C 2.93831 -2.58639 2.88837 0.674
O 2.40052 -3.64848 3.07393 -0.563
C 2.24691 -1.25548 3.03075 0.032
H 4.88834 -3.48233 2.76261 0.358
H 4.92678 -2.09522 3.76950 0.299
H 4.69190 -1.89874 1.98198 0.284
H 1.31454 -1.24420 2.47095 -0.105
H 2.91768 -0.50139 2.62017 -0.278
H 2.07607 -1.06169 4.08964 0.391
C -1.43307 1.99923 -1.57975 -0.768
C -1.99553 3.28598 -1.05612 0.754
O -3.17343 3.56111 -1.06130 -0.592
C -0.98133 4.29246 -0.52743 -0.881
H -1.72624 1.12506 -0.98932 0.154
H -0.34188 1.99308 -1.60649 0.117
H -1.68821 1.66810 -2.58983 0.484
H -0.10585 4.23985 -1.17732 0.402
H -0.84136 4.01624 0.52012 -0.018
H -1.27056 5.34120 -0.57836 0.396
```

The highest occupied orbital energy comes out at -5.8 eV. The total energy comes out at -4288.02549 Eh. Its total charge is -1. The calculation puts the lowest unoccupied orbital energy at 1.7 eV.

highest occupied orbital energy of number 2 (C3H7ClS)?
-9.2 eV

Look up the lowest unoccupied orbital energy of the third one.
1.9 eV

Which of these has the lowest lowest unoccupied orbital energy?
C2H6N3